{
  "formula": "C49H36EuN4O4S3",
  "method": "wB97M-V/def2-TZVPD",
  "elements": ["Eu", "S", "S", "S", "O", "O", "O", "O", "N", "N", "N", "N", "C", "C", "C", "C", "C", "C", "C", "C", "C", "C", "C", "C", "C", "C", "C", "C", "C", "C", "C", "C", "C", "C", "C", "C", "C", "C", "C", "C", "C", "C", "C", "C", "C", "C", "C", "C", "C", "C", "C", "C", "C", "C", "C", "C", "C", "C", "C", "C", "C", "H", "H", "H", "H", "H", "H", "H", "H", "H", "H", "H", "H", "H", "H", "H", "H", "H", "H", "H", "H", "H", "H", "H", "H", "H", "H", "H", "H", "H", "H", "H", "H", "H", "H", "H", "H"],
  "positions_angstrom": [[0.00174, 0.14262, 2.37903], [3.88703, -0.00723, 4.06446], [3.19970, 0.13735, 6.77019], [0.90150, 0.36832, 4.92069], [8.35637, -0.47667, -0.72008], [-0.21383, -7.72610, -2.64631], [0.52736, 7.73895, -2.97439], [-9.06034, -0.18387, 0.52486], [1.55285, 1.47627, 1.48633], [-1.53295, -1.29244, 1.53104], [-1.42112, 1.62992, 1.40413], [1.40446, -1.43181, 1.61780], [-1.33947, -2.56767, 1.03551], [-7.25886, -0.10484, 2.00851], [-0.76629, -4.31685, -1.32703], [7.15149, -0.37532, -0.06913], [-5.43234, 0.26472, -0.00154], [5.92181, -0.26428, -0.68695], [2.39564, -3.41228, 1.14776], [2.86893, 1.26765, 1.74630], [2.70016, 3.34319, 0.92855], [-2.88069, -1.02295, 1.45826], [-6.79495, 0.16115, -0.32447], [0.37940, -5.65588, 0.27502], [2.58157, 0.16818, 5.22213], [1.41844, 2.74586, 0.98074], [-7.70683, -0.03397, 0.69187], [-2.61482, -3.14741, 0.73968], [3.38264, -2.52432, 1.60891], [0.19743, 3.33796, 0.57203], [8.36213, -0.24394, -2.10457], [-0.24815, -6.59933, -1.86336], [-0.11315, -3.21263, 0.78513], [0.38826, 5.85261, 0.13160], [-4.96273, 0.21046, 1.30731], [7.20557, -0.37666, 1.31131], [-9.56885, -0.08959, -0.77263], [0.49388, 6.89072, -0.78677], [-3.57749, -2.20541, 1.03322], [-5.91069, 0.01812, 2.31994], [-3.47350, 0.25572, 1.50570], [2.73542, -1.31466, 1.85070], [-1.10800, 2.83358, 0.79736], [-0.02478, 7.58074, -4.25490], [1.17233, -2.71798, 1.16886], [4.76650, -0.17184, 0.09596], [0.50607, 6.63770, -2.15112], [-0.15929, -4.41702, -0.07258], [6.05241, -0.25803, 2.08700], [-3.37469, 2.64945, 0.74555], [0.45214, 5.33438, -2.60264], [-2.32066, 3.47430, 0.37809], [0.33067, -6.72313, -0.60949], [3.61240, 2.40520, 1.43754], [-0.80914, -5.39423, -2.22529], [-2.79039, 1.47657, 1.31439], [4.80444, -0.15860, 1.48994], [3.44651, -0.03890, 2.19565], [0.38474, 4.29121, -1.67478], [0.34936, 4.53101, -0.30182], [-0.80385, -7.65752, -3.90927], [5.83285, -0.26136, -1.77558], [-9.18516, -0.90080, -1.42453], [3.79289, -0.09941, -0.39235], [-2.76966, -4.14448, 0.34411], [0.86831, -5.77158, 1.24205], [0.39238, 6.06176, 1.19931], [7.83105, -1.03926, -2.65703], [-0.21014, 8.59096, -4.64464], [0.54122, 7.92918, -0.45838], [8.18321, -0.46401, 1.78717], [4.68717, 2.51629, 1.53996], [2.90663, 4.35558, 0.59788], [0.66440, 7.05841, -4.94271], [0.37416, 3.25387, -2.01392], [-7.11406, 0.20299, -1.36950], [4.44054, -2.72556, 1.74728], [0.47372, 5.10952, -3.67056], [-4.65032, -2.29503, 0.90876], [-0.65649, -8.64667, -4.37153], [9.41594, -0.23753, -2.41137], [-1.29350, -5.26780, -3.19810], [-1.21176, -3.35917, -1.61018], [-4.69694, 0.39553, -0.80041], [-5.57451, -0.04960, 3.35196], [-0.97677, 7.02312, -4.21296], [-0.33089, -6.88460, -4.54657], [7.90338, 0.72952, -2.35262], [-1.89092, -7.44794, -3.84604], [2.53527, -4.44002, 0.83055], [6.14684, -0.26185, 3.16832], [-10.66252, -0.19252, -0.68050], [0.75526, -7.69027, -0.32915], [-4.43311, 2.80249, 0.57397], [-9.33019, 0.88626, -1.23836], [-2.38184, 4.42966, -0.12689], [-7.99998, -0.26626, 2.79264]],
  "atomic_forces_ev_per_a": [[-0.4452, 0.0687, 1.1483], [0.0163, 0.0324, -0.0826], [-0.0605, 0.0113, 0.0159], [0.3520, 0.0236, 0.6312], [0.1430, -0.0100, -0.0401], [0.1090, -0.1976, 0.0835], [0.0983, 0.2003, 0.0175], [-0.0916, 0.0178, 0.1935], [0.3271, 0.4638, -0.5355], [-0.2798, -0.5640, -0.5384], [-0.4731, 0.5483, -0.5946], [0.1335, -0.8145, -0.5860], [0.3608, -0.4954, -0.3358], [-0.0528, -0.0370, 0.4414], [0.0536, -0.1705, -0.3499], [0.1323, 0.0673, 0.4012], [-0.2635, 0.1773, -0.2989], [-0.8691, 0.0076, -0.3357], [-0.0537, -0.0241, 0.0526], [0.1702, 0.2823, -0.0977], [-0.2206, 0.0335, 0.1160], [-0.2890, -0.0785, 0.0305], [0.3964, 0.0042, -0.4919], [0.1620, -0.1878, -0.0903], [-0.0011, -0.0053, -0.1040], [1.0665, 0.0292, 0.1439], [0.1328, -0.0545, 0.4595], [-0.5866, 0.2389, 0.1228], [-0.1967, -0.1207, -0.0527], [-1.0931, -0.1015, 0.3495], [-0.0488, 0.0342, -0.3141], [0.0843, -0.0849, 0.3142], [-0.7531, 0.3521, 0.2332], [0.4076, 0.0513, -0.0365], [0.0516, 0.2418, -0.3653], [0.3044, -0.0097, 0.4808], [-0.2455, -0.0365, -0.5445], [-0.0423, 0.3327, 0.3256], [0.3722, -0.3142, -0.0024], [0.1309, 0.0590, -0.2369], [-0.3125, -0.3418, 0.1422], [0.2847, -0.3552, -0.0570], [0.6490, 0.5607, -0.3587], [-0.0954, -0.0690, -0.3860], [0.7512, -0.0259, 0.1626], [0.1535, 0.0482, -0.3885], [-0.2466, 0.0603, 0.3182], [-0.2824, 0.1482, -0.1802], [0.1386, -0.1141, 0.0011], [0.6143, 0.3225, -0.1131], [0.0523, -0.5771, -0.3011], [-0.4491, -0.2928, 0.2569], [0.3749, -0.3758, 0.5075], [-0.1650, 0.1099, -0.1021], [-0.4318, 0.6520, -0.2515], [-0.2737, -0.0327, 0.0577], [0.4371, 0.1304, -0.1811], [0.2116, -0.1030, 0.5836], [0.1746, 0.2136, -0.2050], [-0.5703, -0.2269, -0.3567], [-0.2822, 0.0073, -0.5431], [-0.0274, 0.0019, 0.3684], [-0.1360, 0.3380, 0.2246], [0.2912, -0.0154, 0.0841], [-0.0290, 0.1839, 0.1273], [-0.2325, -0.0371, -0.2062], [-0.1083, -0.0200, -0.1733], [0.1352, 0.2328, 0.1336], [0.0602, -0.2884, 0.0897], [-0.0403, -0.2174, -0.0470], [-0.2328, 0.0337, -0.0840], [-0.2270, -0.0241, -0.0399], [0.0106, -0.1986, 0.0094], [-0.2144, 0.1192, 0.1870], [-0.0645, 0.3015, 0.0515], [0.1748, 0.0036, 0.3634], [-0.2390, 0.0523, -0.1407], [-0.0258, 0.0474, 0.2993], [0.2063, -0.0322, 0.0215], [-0.0735, 0.4014, 0.1356], [-0.2962, -0.0064, 0.0562], [0.1911, 0.0187, 0.3619], [0.1918, -0.3529, 0.0515], [-0.2715, -0.0547, 0.2325], [-0.0848, 0.0081, -0.1385], [0.2748, 0.1617, -0.0364], [-0.1758, -0.2755, 0.2174], [0.1289, -0.2799, 0.0497], [0.4027, -0.0545, -0.0379], [0.0729, 0.2791, 0.0792], [0.0634, 0.0133, -0.2053], [0.4424, 0.0602, -0.0952], [-0.1104, 0.2618, -0.1006], [0.1688, 0.0167, 0.0205], [-0.0957, -0.3470, 0.1408], [0.0194, -0.0841, 0.0433], [0.1790, 0.0430, -0.1766]],
  "homo_lumo_gap_ha": [0.135, 0.166],
  "energy_ha": -4313.7627,
  "e_lumo_ev": [3.6, 3.6],
  "total_charge": -2,
  "multiplicity": 8,
  "s_squared": 16.08
}